{"formula": "C23H19BrGaN5", "method": "ωB97M-V with the def2-TZVPD basis set", "charge": 2, "lumo_ev": [-7.92, -7.92], "max_force_ev_per_a": 1.19, "e_above_lowest_kj_mol": 0.0, "energy_ev": -154014.5250, "gap_ev": [5.71, 5.71], "symbols": ["Ga", "C", "C", "C", "C", "C", "C", "N", "C", "C", "C", "C", "C", "C", "N", "N", "C", "C", "C", "C", "C", "N", "H", "H", "H", "H", "H", "H", "H", "H", "H", "H", "H", "H", "H", "C", "C", "C", "C", "C", "Br", "N", "C", "H", "H", "H", "H", "H", "H"], "coordinates": [[-0.05704, -0.16389, -0.45870], [-4.08422, -2.93293, -2.87601], [-3.80866, -1.71188, -3.47649], [-3.13514, -0.72470, -2.77519], [-2.74001, -0.95783, -1.45813], [-3.03100, -2.17503, -0.84959], [-3.70163, -3.15918, -1.56153], [-1.97002, 0.01731, -0.75468], [-2.34685, 1.31450, -0.64627], [-3.68059, 1.75673, -0.70841], [-3.97298, 3.08124, -0.50713], [-2.96921, 4.05551, -0.26417], [-1.66432, 3.68597, -0.22415], [-1.32908, 2.31983, -0.41556], [-0.09077, 1.83931, -0.54902], [1.00419, 2.46857, -0.57123], [2.06755, 1.62416, -0.88202], [3.27296, 2.18446, -1.28422], [4.30231, 1.34853, -1.67235], [4.12838, -0.03354, -1.60845], [2.92109, -0.52814, -1.17459], [1.90557, 0.28125, -0.83090], [-4.60967, -3.70197, -3.42560], [-4.11146, -1.52910, -4.49889], [-2.90189, 0.22664, -3.23904], [-2.77061, -2.32230, 0.19299], [-3.94458, -4.09812, -1.08043], [-4.46763, 1.03725, -0.88825], [-5.00821, 3.39666, -0.52202], [-3.25250, 5.08852, -0.12148], [-0.86526, 4.39681, -0.06020], [3.35609, 3.26213, -1.30046], [5.23493, 1.76335, -2.03040], [4.92316, -0.71084, -1.88443], [2.74747, -1.59172, -1.07276], [0.06355, -5.75451, -1.11462], [0.09561, -4.53936, -0.24214], [0.04712, -4.62324, 1.15046], [0.04646, -3.47954, 1.94081], [0.09497, -2.27425, 1.28791], [0.04105, -0.58702, 2.17824], [0.15653, -2.15930, -0.04020], [0.15232, -3.26564, -0.79460], [0.04482, -6.66133, -0.51552], [0.93230, -5.79280, -1.77244], [-0.82357, -5.74428, -1.75006], [0.00097, -5.59641, 1.62294], [0.00380, -3.52479, 3.01967], [0.18700, -3.11580, -1.86680]]}

{"formula": "C23H19ClO4S", "method": "ωB97M-V with the def2-TZVPD basis set", "charge": 0, "lumo_ev": -2.67, "max_force_ev_per_a": 4.02, "energy_ev": -55701.6085, "gap_ev": 1.94, "symbols": ["Cl", "C", "S", "C", "C", "C", "C", "C", "C", "O", "O", "H", "H", "H", "H", "H", "H", "C", "O", "C", "C", "C", "C", "C", "O", "C", "C", "C", "C", "C", "C", "C", "C", "C", "C", "H", "H", "H", "H", "H", "H", "H", "H", "H", "H", "H", "H", "H"], "coordinates": [[-1.14008, -0.11179, -3.00792], [-2.78016, -0.28385, -3.04137], [-3.75068, -0.20013, -1.62018], [-5.48605, -0.23448, -2.17487], [-6.15734, 0.96716, -2.40333], [-7.51186, 0.95599, -2.75741], [-8.18798, -0.26290, -2.88664], [-7.51054, -1.46753, -2.66593], [-6.15632, -1.45152, -2.30693], [-3.61054, -1.40205, -0.82665], [-3.62309, 1.09361, -0.98046], [-3.20904, -0.77153, -3.91165], [-5.63289, 1.91174, -2.28405], [-8.03626, 1.90299, -2.91780], [-9.25048, -0.27336, -3.15023], [-8.03614, -2.42337, -2.75798], [-5.63194, -2.38334, -2.11190], [5.12752, -3.62722, 5.31196], [4.57063, -3.91975, 4.01362], [4.16379, -2.89462, 3.21957], [3.62889, -3.26307, 1.95863], [3.17453, -2.29001, 1.09382], [3.22158, -0.91792, 1.44536], [2.70683, 0.08192, 0.54075], [2.85456, 1.33747, 1.04178], [2.40984, 2.43157, 0.32699], [1.80688, 2.28206, -0.94033], [1.51570, 3.48607, -1.64596], [1.76795, 4.71877, -1.05670], [2.33722, 4.80581, 0.22487], [2.68812, 3.65683, 0.91649], [1.56675, 0.96560, -1.38951], [2.09114, -0.11467, -0.69319], [3.78057, -0.56541, 2.69706], [4.23772, -1.52340, 3.58038], [5.37236, -4.60559, 5.72466], [6.03430, -3.01663, 5.22205], [4.39221, -3.12093, 5.94929], [3.57938, -4.31965, 1.69959], [2.77203, -2.55822, 0.12061], [1.09511, 3.40011, -2.65102], [1.52869, 5.63340, -1.60147], [2.52823, 5.77511, 0.68069], [3.19395, 3.67027, 1.87881], [1.05987, 0.80264, -2.33288], [1.99976, -1.13279, -1.06979], [3.86065, 0.47916, 2.99104], [4.64466, -1.22255, 4.54812]]}

{"formula": "C23H19F5NO4SbSe4Ti", "method": "ωB97M-V with the def2-TZVPD basis set", "charge": -2, "lumo_ev": [3.46, 3.46], "max_force_ev_per_a": 2.25, "e_above_lowest_kj_mol": 397.5, "energy_ev": -338469.1251, "gap_ev": [4.78, 4.78], "symbols": ["Ti", "O", "C", "O", "C", "C", "C", "C", "C", "N", "C", "O", "O", "H", "H", "H", "H", "C", "C", "C", "C", "C", "C", "C", "C", "C", "C", "H", "H", "H", "H", "H", "H", "H", "H", "H", "H", "H", "H", "H", "H", "H", "F", "C", "C", "C", "F", "C", "F", "C", "F", "C", "F", "Se", "Sb", "Se", "Se", "Se"], "coordinates": [[-0.19697, 0.98503, 0.30928], [-0.94767, 4.57633, -1.80999], [-0.70578, 3.66769, -0.87727], [0.11547, 2.77270, -1.04106], [-1.45957, 3.76043, 0.37393], [-2.63027, 4.44591, 0.58463], [-3.33965, 4.17306, 1.75778], [-2.88294, 3.21294, 2.63173], [-1.70033, 2.54522, 2.31045], [-0.99442, 2.84398, 1.24221], [-1.16463, 1.32016, 3.02788], [-1.36361, 1.14697, 4.20738], [-0.46783, 0.56933, 2.21932], [-0.50535, 4.28054, -2.62039], [-3.02693, 5.10573, -0.17006], [-4.29773, 4.64748, 1.92090], [-3.43942, 2.90751, 3.50216], [1.88260, -2.51964, 0.11647], [0.93076, -2.12754, 1.05015], [-0.34340, -2.02202, 0.37590], [-0.12069, -2.38611, -0.99040], [1.23593, -2.66468, -1.14521], [1.92024, -3.07264, -2.42115], [-1.18820, -2.56754, -2.02738], [-1.65700, -2.15993, 1.10186], [1.11756, -2.12303, 2.53867], [3.34799, -2.73011, 0.37428], [2.04362, -4.16052, -2.50467], [2.92522, -2.64098, -2.49944], [1.36402, -2.74243, -3.30102], [-1.70983, -1.63692, -2.25983], [-1.95713, -3.27458, -1.69864], [-0.77140, -2.95646, -2.95953], [-1.85645, -1.35700, 1.81078], [-1.67408, -3.09827, 1.67584], [-2.49697, -2.18825, 0.40621], [0.56674, -1.31860, 3.02345], [2.17195, -2.01709, 2.80855], [0.76740, -3.06508, 2.98360], [3.95636, -2.45990, -0.49659], [3.59641, -3.77285, 0.61574], [3.70300, -2.12166, 1.21094], [2.35936, 0.74436, 1.40663], [2.61691, 0.53704, 0.07754], [1.54113, 0.28504, -0.73639], [1.85666, 0.19697, -2.07797], [0.89693, 0.07987, -3.01318], [3.16293, 0.25793, -2.54022], [3.44515, 0.12619, -3.85293], [4.20198, 0.49688, -1.65685], [5.46914, 0.56301, -2.11003], [3.93376, 0.66816, -0.31089], [4.92914, 0.92361, 0.55685], [-4.91437, 0.86298, 2.26103], [-4.98195, 1.12602, -0.12160], [-5.20361, 3.37077, -1.00526], [-5.87128, -0.61580, -1.47543], [-2.18887, 0.59980, -0.75878]]}

{"formula": "C23H19GeIrS5Se3Te", "method": "ωB97M-V with the def2-TZVPD basis set", "charge": -2, "lumo_ev": [4.09, 4.09], "max_force_ev_per_a": 2.07, "e_above_lowest_kj_mol": 84.1, "energy_ev": -341025.1692, "gap_ev": [5.06, 5.17], "symbols": ["Ir", "Se", "Se", "Te", "Se", "C", "S", "C", "C", "S", "S", "C", "S", "S", "H", "H", "H", "C", "Ge", "C", "C", "C", "C", "C", "C", "C", "C", "C", "C", "C", "C", "C", "C", "C", "C", "C", "C", "H", "H", "H", "H", "H", "H", "H", "H", "H", "H", "H", "H", "H", "H", "H", "H"], "coordinates": [[0.83660, 3.05732, -0.09653], [3.10928, 2.44347, -0.22494], [4.33513, 3.47668, 1.52996], [3.34959, 5.77692, 1.40718], [0.93392, 5.09477, 1.40230], [-4.12095, 3.57983, -3.00970], [-3.81480, 1.96544, -2.25228], [-3.61773, 2.43075, -0.57408], [-2.57861, 3.12676, -0.04996], [-1.26913, 3.85717, -0.91811], [-2.70617, 3.38817, 1.68541], [-4.21560, 2.61041, 1.96691], [-4.94407, 2.47005, 3.45118], [-4.90940, 1.99316, 0.52058], [-4.22774, 3.40862, -4.08228], [-3.26620, 4.22855, -2.82579], [-5.03539, 4.02489, -2.61912], [0.40515, 1.28247, -0.91660], [0.74542, -0.47365, -0.26035], [-0.79128, -1.24609, 0.72154], [-0.72358, -2.52940, 1.26916], [-1.78463, -3.06189, 1.99015], [-2.93652, -2.30707, 2.18636], [-3.01880, -1.02515, 1.65904], [-1.95384, -0.50296, 0.92890], [2.21683, -0.67007, 1.02634], [2.20326, 0.10387, 2.18973], [3.21597, -0.00217, 3.13034], [4.26424, -0.89410, 2.92791], [4.28797, -1.67689, 1.78284], [3.26827, -1.56392, 0.84158], [1.12788, -1.73893, -1.73625], [0.30926, -2.82254, -2.05484], [0.59436, -3.64961, -3.13759], [1.71133, -3.40521, -3.92514], [2.53567, -2.32514, -3.62842], [2.24090, -1.50132, -2.54933], [-0.23766, 1.27028, -1.80278], [0.18075, -3.11877, 1.14181], [-1.71053, -4.05991, 2.40874], [-3.76400, -2.71304, 2.75702], [-3.90847, -0.42763, 1.82023], [-2.01550, 0.50190, 0.52050], [1.41306, 0.83216, 2.34107], [3.20009, 0.63013, 4.00945], [5.06365, -0.96843, 3.65638], [5.10521, -2.36997, 1.61420], [3.30502, -2.17658, -0.05349], [-0.56954, -3.02340, -1.45130], [-0.06013, -4.48342, -3.36795], [1.93533, -4.04701, -4.76980], [3.40467, -2.11978, -4.24357], [2.88147, -0.64979, -2.33662]]}